This record from OMol25 describes 4 unconnected molecules or ions with the total composition C19H42BN6O8S at a distorted geometry. The level of theory is ωB97M-V with the def2-TZVPD basis set.

Geometry as XYZ:
```
77
Properties=species:S:1:pos:R:3:forces:R:3:mulliken_charge:R:1
C 0.5987 0.9201 -6.4512 0.1853 -0.2958 -0.4418 -0.881
C -0.3481 0.8545 -5.1081 -1.3484 -0.5078 -1.3174 -0.149
O -0.0504 1.8777 -4.0928 3.4870 -1.9904 0.7073 -0.271
C 1.2913 1.6369 -3.4725 2.9716 5.1810 -1.5395 0.236
O 2.1783 2.6394 -3.6130 -5.5993 -6.8392 1.3941 -0.552
C 1.5595 0.2369 -2.6437 -1.0400 0.2260 0.5032 0.066
C 2.9628 0.2071 -1.7930 0.3562 0.9782 -0.0933 -0.142
C 3.8463 -1.1638 -1.9591 1.9377 2.4597 0.5473 -0.904
N 3.2086 -2.4130 -1.3933 -2.5344 1.6039 0.1903 0.191
C 2.5525 -3.1359 -2.5838 -1.2775 -1.5321 -1.5678 -0.524
C 0.9847 -3.4441 -2.2168 1.1097 0.5620 -0.2204 -0.443
N 0.9645 -2.9538 -0.7537 1.7655 1.2010 0.2452 0.137
O 1.0990 -4.1761 -0.1460 1.2016 -2.9547 3.9599 -0.462
C 2.2431 -2.2637 -0.2388 0.3995 0.4576 -3.6101 -0.194
N 2.3923 -1.6673 1.0094 -0.6803 -2.2954 -5.0534 0.465
S 0.9392 -1.6831 2.0399 -0.5735 0.0836 0.5454 -0.061
C 3.7082 -1.0554 1.4336 0.9481 1.5326 -0.2263 -0.311
B 4.1292 -1.3098 3.0011 1.7381 0.1927 2.8854 0.489
O 3.6021 -2.3506 3.9044 -0.8489 3.7093 -1.0182 -0.520
O 5.1971 -0.4217 3.5663 -3.6815 -1.1802 -0.3780 -0.555
H 1.7156 1.2343 -6.2436 -2.2773 -0.6765 -0.1494 0.261
H 0.6123 -0.1648 -6.9389 -0.0608 2.3455 1.0164 0.294
H 0.1898 1.6792 -7.2758 0.7538 -1.6748 2.0600 0.293
H -0.3811 -0.2041 -4.6026 0.2855 1.9307 -1.0634 0.102
H -1.4637 1.0697 -5.4735 2.4857 -0.3656 1.0558 0.320
H 0.6793 0.1667 -1.8404 1.6553 0.1967 -1.9427 0.223
H 1.4020 -0.6887 -3.3588 0.4964 2.0521 1.3197 -0.153
H 2.6750 0.4643 -0.6654 0.7612 -0.8113 -2.4089 0.020
H 3.6771 1.1031 -2.1280 -1.6932 -1.9665 0.5214 0.471
H 4.1337 -1.2433 -3.1090 -0.8034 -0.3315 2.6395 0.382
H 4.8867 -0.9871 -1.4008 -2.2622 -0.2899 -1.2135 0.285
H 2.4807 -2.5733 -3.6073 0.7738 -0.4315 2.2874 0.249
H 3.1625 -4.1173 -2.8465 -1.3168 2.0272 0.9058 0.404
H 0.8006 -4.6179 -2.3079 0.1809 2.8447 0.7645 0.286
H 0.1214 -2.8930 -2.7827 2.1126 -0.7360 0.7967 0.283
H 1.9794 -4.2104 0.3528 -1.7960 -0.3362 -0.8526 0.461
H -0.2024 -1.5027 1.1949 1.8181 -0.1001 0.2388 0.223
H 4.6302 -1.3636 0.7511 -2.2859 0.3497 1.1846 0.119
H 3.5914 0.1221 1.2939 0.3010 -2.4580 0.3437 0.197
H 3.0586 -1.8252 4.5916 1.2325 -1.5263 -1.1928 0.318
H 4.9368 -0.1532 4.5031 0.8412 -0.8268 -1.6481 0.308
C -1.2504 -3.8880 5.6086 0.0662 -0.2063 -0.0425 -1.368
C -1.5225 -2.4961 5.1113 -0.1835 0.5805 0.0175 0.749
O -1.2844 -2.1540 3.9556 0.1541 0.0753 -0.1034 -0.589
N -2.0523 -1.6001 5.9932 0.4394 -0.5678 -0.8004 -0.142
C -2.3939 -1.8226 7.3774 -0.2423 0.5354 0.1974 -0.907
H -0.8306 -4.4943 4.8043 -0.0948 0.2297 0.0451 0.263
H -0.5285 -3.8558 6.4303 -0.2049 -0.1096 0.0163 0.419
H -2.1828 -4.3536 5.9421 0.2013 0.0098 0.1155 0.386
H -2.2116 -0.6815 5.5965 0.0128 -0.2201 0.1262 0.217
H -3.4622 -1.6150 7.5041 0.1731 -0.1397 0.2557 0.301
H -1.8173 -1.1202 7.9895 -0.1780 -0.2370 0.1544 0.299
H -2.1838 -2.8408 7.7037 -0.0077 0.1764 -0.1720 0.357
C -1.4502 4.7995 -3.5756 0.1175 -0.0467 -0.0659 -0.756
C -2.5839 5.1962 -2.6722 -1.0455 0.2289 -0.2896 0.700
O -3.7324 5.3389 -3.0844 0.6686 -0.1491 0.2614 -0.661
N -2.3019 5.3988 -1.3528 -0.1638 -0.1768 -0.3867 -0.158
C -1.0226 5.2782 -0.6963 -0.2721 0.2191 0.4483 -0.761
H -1.8158 4.6715 -4.5958 -0.0825 0.0576 0.2460 0.316
H -0.6845 5.5812 -3.5781 0.0582 -0.2150 0.0195 0.394
H -1.0210 3.8504 -3.2404 0.1161 0.2418 -0.1074 -0.059
H -3.1077 5.6637 -0.7987 0.2053 -0.0059 -0.1567 0.233
H -1.1127 4.5242 0.0934 0.3275 0.0692 0.0107 0.183
H -0.7781 6.2450 -0.2425 0.2672 -0.2328 0.0284 0.328
H -0.2248 4.9897 -1.3803 -0.2180 0.0534 0.0193 0.293
C -3.7475 -0.5196 1.9611 -0.0866 -0.1623 0.1754 -1.212
C -3.3773 -0.0384 0.5863 0.1470 0.0680 -0.7096 0.749
O -3.0013 -0.8040 -0.2978 0.1136 0.1506 0.3406 -0.657
N -3.4707 1.2997 0.3366 0.1877 -0.7940 0.0992 -0.077
C -3.8899 2.3387 1.2458 0.0009 0.4405 -0.4193 -0.790
H -3.6270 -1.6026 2.0204 0.0567 0.2059 -0.1330 0.237
H -3.0931 -0.0575 2.7066 -0.1913 -0.0420 0.0269 0.296
H -4.7931 -0.2759 2.1725 0.1575 0.0530 0.1191 0.466
H -3.2075 1.5587 -0.6069 -0.1381 -0.0221 0.1905 0.164
H -4.7608 2.8426 0.8121 0.0878 0.0906 0.3122 0.301
H -3.0705 3.0596 1.3432 -0.2398 0.0707 0.2109 0.171
H -4.1503 1.9545 2.2318 0.0715 -0.0367 -0.2246 0.357
```
Forces are in eV/Å.

Summary:
E ... -2102.182765 Ha
Kohn-Sham gap ... 7.07 eV
Total charge ... +1
Max |F| ... 8.95 eV Å⁻¹